[1]
The following is a DFT calculation (ωB97M-V/def2-TZVPD) of a 2-piece molecular cluster, CH2IN5O2 overall.

Positions of all 11 atoms, in Å:
C (0.480, 0.199, -0.393)
N (0.289, 1.584, 0.046)
N (1.051, 1.749, 1.022)
N (1.609, -0.226, 0.393)
N (1.821, 0.713, 1.346)
N (0.598, -0.184, 3.313)
O (0.715, 0.394, 4.384)
O (0.185, -1.309, 2.982)
I (2.018, -2.167, 0.499)
H (-0.319, -0.422, -0.268)
H (0.824, 0.099, -1.417)

For the HOMO energy (spin up / spin down), the calculation gives -10.08 / -8.53 eV. As for the orbital gap (spin up / spin down): 8.8 / 6.7 eV. Its spin multiplicity is 1. The value obtained for the lowest unoccupied orbital energy (spin up / spin down) is -1.2972 / -1.8025 eV.

***

[2]
The following is a DFT calculation (ωB97M-V/def2-TZVPD) of a 2-piece molecular cluster, C12H17N overall.

Positions of all 30 atoms, in Å:
C (1.647, 1.895, 0.096)
C (2.841, 2.191, 1.007)
C (0.704, 3.083, -0.043)
H (2.024, 1.605, -0.886)
H (1.125, 1.024, 0.503)
H (2.501, 2.653, 1.940)
H (1.263, 4.005, -0.218)
H (0.011, 2.944, -0.870)
H (3.546, 2.887, 0.546)
H (3.358, 1.273, 1.283)
H (0.125, 3.225, 0.869)
C (-2.204, 0.151, -2.374)
C (-0.618, -0.839, -0.557)
C (-1.848, -0.222, -0.973)
C (-0.690, -1.019, 0.841)
C (-2.591, -0.059, 0.155)
C (0.539, -1.226, -1.235)
C (0.357, -1.584, 1.567)
C (1.581, -1.783, -0.522)
C (1.485, -1.960, 0.866)
N (-1.907, -0.537, 1.252)
H (0.628, -1.087, -2.306)
H (-2.244, -0.739, -3.002)
H (-1.436, 0.805, -2.798)
H (-3.572, 0.376, 0.239)
H (-2.242, -0.527, 2.199)
H (0.291, -1.720, 2.641)
H (2.488, -2.079, -1.026)
H (2.312, -2.398, 1.412)
H (-3.155, 0.674, -2.449)

For the HOMO energy, the calculation gives -7.86 eV. As for the orbital gap: 8.8 eV. The structure (SMILES) is Cc1c[nH]c2ccccc12.CCC. Its spin multiplicity is 1. The value obtained for the lowest unoccupied orbital energy is 0.9044 eV.

***

[3]
The following is a DFT calculation (ωB97M-V/def2-TZVPD) of one molecule with the formula C5H8.

Positions of all 13 atoms, in Å:
C (-1.471, -0.039, -0.686)
C (-0.724, 0.616, 0.482)
C (0.438, -0.207, 0.967)
C (1.591, -0.355, 0.218)
C (2.320, -0.190, -0.858)
H (-0.777, -0.230, -1.511)
H (-1.915, -0.993, -0.382)
H (-2.273, 0.611, -1.050)
H (-0.333, 1.589, 0.154)
H (-1.413, 0.793, 1.316)
H (0.319, -0.785, 1.882)
H (1.213, -1.456, 0.387)
H (3.023, 0.644, -0.918)

For the HOMO energy, the calculation gives -7.90 eV. As for the orbital gap: 8.1 eV. Its spin multiplicity is 1. The value obtained for the lowest unoccupied orbital energy is 0.1691 eV.

***

[4]
The following is a DFT calculation (ωB97M-V/def2-TZVPD) of C41H38N5ReS as an isolated structure.

Positions of all 86 atoms, in Å:
Re (-0.113, 0.006, -0.269)
C (0.704, 2.302, -2.291)
N (1.146, 1.703, -1.002)
C (1.298, 2.861, -0.074)
C (2.500, 1.108, -1.033)
C (3.523, 1.585, -1.828)
C (4.808, 1.082, -1.671)
C (5.061, 0.135, -0.695)
C (4.036, -0.349, 0.108)
C (2.739, 0.119, -0.067)
N (1.593, -0.347, 0.610)
C (1.576, -0.775, 1.956)
C (2.347, -1.815, 2.468)
C (2.288, -2.130, 3.816)
C (1.464, -1.410, 4.668)
C (0.660, -0.403, 4.159)
C (0.674, -0.113, 2.801)
N (-0.191, 0.909, 2.218)
C (-1.615, 0.794, 2.586)
C (0.253, 2.211, 2.776)
H (1.479, 2.953, -2.697)
H (0.433, 1.542, -3.012)
H (-0.167, 2.915, -2.089)
H (1.971, 3.594, -0.524)
H (0.327, 3.316, 0.099)
H (1.735, 2.509, 0.850)
H (3.340, 2.350, -2.570)
H (5.608, 1.445, -2.302)
H (6.063, -0.247, -0.558)
H (4.256, -1.094, 0.855)
H (2.969, -2.398, 1.804)
H (2.887, -2.944, 4.200)
H (1.432, -1.646, 5.723)
H (-0.006, 0.136, 4.821)
H (-1.754, 0.728, 3.670)
H (-2.113, 1.697, 2.242)
H (-2.089, -0.049, 2.100)
H (-0.017, 2.274, 3.834)
H (1.332, 2.310, 2.706)
H (-0.229, 3.033, 2.248)
S (-1.755, -4.279, -0.725)
C (-2.196, -3.935, 0.904)
C (-2.941, -4.752, 1.748)
C (-3.097, -4.362, 3.060)
C (-2.476, -3.198, 3.515)
C (-1.744, -2.392, 2.667)
C (-1.629, -2.726, 1.318)
N (-0.930, -2.041, 0.291)
C (-0.900, -2.798, -0.788)
C (-0.194, -2.406, -1.995)
C (-0.039, -3.299, -3.054)
C (0.728, -2.938, -4.144)
C (1.348, -1.696, -4.144)
C (1.160, -0.811, -3.093)
C (0.353, -1.115, -1.990)
H (-3.369, -5.676, 1.384)
H (-3.671, -4.974, 3.742)
H (-2.553, -2.924, 4.559)
H (-1.232, -1.542, 3.070)
H (-0.492, -4.283, -3.025)
H (0.862, -3.623, -4.969)
H (1.987, -1.413, -4.971)
H (1.700, 0.121, -3.149)
C (-5.474, -1.629, -0.355)
C (-4.539, -1.928, -1.332)
C (-3.373, -1.179, -1.435)
C (-3.132, -0.138, -0.548)
C (-4.096, 0.194, 0.399)
C (-5.255, -0.557, 0.502)
N (-1.922, 0.645, -0.683)
C (-2.251, 1.943, -1.208)
C (-2.662, 2.049, -2.535)
C (-2.947, 3.290, -3.074)
C (-2.836, 4.438, -2.295)
C (-2.457, 4.331, -0.968)
C (-2.171, 3.084, -0.422)
H (-6.383, -2.210, -0.275)
H (-4.715, -2.739, -2.027)
H (-2.655, -1.385, -2.218)
H (-3.951, 1.051, 1.041)
H (-5.997, -0.298, 1.246)
H (-2.741, 1.153, -3.139)
H (-3.255, 3.367, -4.108)
H (-3.060, 5.407, -2.721)
H (-2.388, 5.216, -0.348)
H (-1.882, 2.993, 0.618)

For the HOMO energy (spin up / spin down), the calculation gives -10.21 / -10.60 eV. As for the total charge: +1. As for the orbital gap (spin up / spin down): 6.9 / 7.4 eV. The expectation value of S² is 0.76. Its spin multiplicity is 2. The value obtained for the lowest unoccupied orbital energy (spin up / spin down) is -3.3190 / -3.1681 eV.

***

[5]
The following is a DFT calculation (ωB97M-V/def2-TZVPD) of a 3-piece molecular cluster, C3H8NOS2 overall.

Positions of all 15 atoms, in Å:
N (0.177, 0.728, 0.006)
C (0.392, -0.547, 0.427)
C (-2.897, -2.426, 0.519)
O (-3.663, -3.236, 0.994)
C (-0.178, -1.115, 1.505)
S (3.687, 2.455, -2.534)
S (3.274, 4.397, -3.054)
H (-0.023, 1.434, 0.679)
H (0.508, 1.113, -0.863)
H (0.886, -1.134, -0.332)
H (-3.052, -1.356, 0.729)
H (-2.071, -2.740, -0.117)
H (0.154, -2.069, 1.883)
H (-0.876, -0.582, 2.139)
H (3.683, 5.078, -1.983)

For the HOMO energy, the calculation gives -2.33 eV. As for the total charge: -1. As for the orbital gap: 5.2 eV. Its spin multiplicity is 1. The value obtained for the lowest unoccupied orbital energy is 2.8355 eV.

***

[6]
The following is a DFT calculation (ωB97M-V/def2-TZVPD) of one molecule with the formula C6H7N.

Positions of all 14 atoms, in Å:
N (0.520, 1.416, -1.146)
C (0.639, 0.219, -1.735)
C (-0.221, -0.757, -0.910)
C (-1.125, -0.107, 0.165)
C (0.360, 1.548, 0.116)
C (0.227, 0.288, 0.905)
C (0.850, -0.938, 0.220)
H (-0.566, -1.639, -1.446)
H (-1.776, 0.689, -0.226)
H (-1.708, -0.783, 0.785)
H (-0.083, 2.447, 0.548)
H (0.326, 0.387, 1.990)
H (1.910, -0.918, -0.056)
H (0.646, -1.851, 0.790)

For the HOMO energy, the calculation gives -7.92 eV. As for the orbital gap: 7.9 eV. Its spin multiplicity is 1. The value obtained for the lowest unoccupied orbital energy is 0.0103 eV.

***

Let's list relative energy (zero: lowest compared OMol25 entry of this formula, charge and spin) in order: 0.000; 0.000; 4.840; 0.000; 0.224; 4.849 eV.
Let's list max |F| in order: 0.0698; 0.0075; 0.0086; 0.0078; 0.0244; 0.0109 Eh/bohr.